[1]
ORCA calculation (ωB97M-V with the def2-TZVPD basis set) on a molecular structure, C15H17NS2Ti in a non-equilibrium geometry.

As for the expectation value of S²: 2.018. The energy comes out at -2282.11672 a.u. The value obtained for the highest occupied orbital energy (alpha / beta) is -0.2554 / -0.2730 hartree. The net charge is 0. The HOMO-LUMO gap (alpha / beta) comes out at 0.2394 / 0.2444 Eh. Its spin multiplicity is 3.

Geometry (Å):
C1 0.8338 0.0073 -2.7731
C2 1.6933 -1.1617 0.1376
C3 1.4981 1.1463 -2.5689
H1 -0.2022 0.1445 -3.0631
C4 2.1761 0.0140 0.4787
H2 1.3179 -1.8497 0.9406
H3 1.0879 2.0995 -2.9336
H4 2.0765 0.3557 1.5245
C5 2.8203 1.2419 -1.9000
H5 3.0872 2.3189 -1.9998
H6 3.5514 0.6177 -2.4603
C6 1.2360 -1.3793 -2.4785
H7 1.9134 -1.7098 -3.2798
H8 0.3001 -1.9568 -2.5111
C7 1.9478 -1.8633 -1.1621
H9 3.0360 -1.9432 -1.3853
H10 1.5897 -2.9056 -1.0063
C8 3.0084 0.9708 -0.3461
H11 4.0926 0.7403 -0.2597
H12 2.8366 1.9441 0.1462
Ti1 -2.6342 1.4619 0.2312
H13 -2.3905 -0.0638 -0.1637
S1 -0.9131 2.5891 0.9994
C9 -1.6697 1.3335 1.9157
N1 -1.9271 0.0561 1.3509
C10 -2.5085 -0.8531 2.1865
C11 -2.8610 -2.0820 1.6414
C12 -3.8569 -2.7921 2.3069
C13 -4.5021 -2.2133 3.4147
C14 -4.2100 -0.9192 3.8796
C15 -3.1446 -0.2330 3.2706
S2 -2.6410 1.4748 3.4425
H14 -2.3618 -2.4080 0.7223
H15 -4.1011 -3.8039 1.9882
H16 -5.2524 -2.7971 3.9469
H17 -4.7093 -0.4442 4.7184

Löwdin atomic charge list, values in e, 5 entries: C -0.136; C -0.133; C -0.129; H 0.091; C -0.133



[2]
ORCA calculation (ωB97M-V with the def2-TZVPD basis set) on C8H6N2 in the gas phase in a non-equilibrium geometry.

The energy comes out at -417.82024 a.u. The value obtained for the highest occupied orbital energy is -0.3465 hartree. The structure (SMILES) is c1ccc2nnccc2c1. The net charge is 0. The HOMO-LUMO gap comes out at 0.3441 Eh.

Geometry (Å):
C1 -1.9879 0.5209 0.1004
C2 -2.0372 -0.9787 -0.1061
C3 -0.9489 -1.7302 -0.1363
C4 0.3575 -0.8873 -0.2356
C5 2.6415 0.3648 -0.0594
C6 1.5309 1.0805 -0.3208
C7 0.3424 0.5035 -0.2095
C8 -0.9300 1.2624 0.0453
H1 -2.9421 1.0214 0.5359
H2 -3.1461 -1.2578 0.3489
H3 -0.8028 -2.6343 -0.4982
H4 3.5428 0.7496 0.2219
H5 1.3234 2.2268 -0.3375
H6 -0.9838 2.3532 0.3345
N1 1.4469 -1.6419 0.0051
N2 2.5934 -0.9528 0.3114

Löwdin atomic charge list, values in e, 5 entries: C -0.127; C -0.081; C 0.005; C -0.192; C -0.119



[3]
ORCA calculation (ωB97M-V with the def2-TZVPD basis set) on 2 unconnected molecules or ions with the total composition C12H31BNO3Si in a non-equilibrium geometry.

The energy comes out at -1070.65593 a.u. The value obtained for the highest occupied orbital energy is -0.1745 hartree. The net charge is -1. The HOMO-LUMO gap comes out at 0.2742 Eh.

Geometry (Å):
C1 2.7009 -2.9546 -1.1099
C2 3.5651 -1.6802 -0.7659
N1 3.4924 -1.2946 0.4672
C3 4.4428 -1.0272 -1.8619
B1 4.0042 0.5039 -2.3349
C4 2.5609 1.0296 -1.7710
C5 1.3183 0.2456 -2.3709
O1 0.2204 0.4070 -1.4336
Si1 -1.3157 0.0400 -2.0861
C6 -1.3018 -0.6644 -3.8498
C7 -2.3285 1.6761 -2.0022
C8 -2.1547 -1.1488 -0.8246
H1 3.1201 -3.8815 -0.6638
H2 1.6601 -2.7519 -0.7667
H3 2.6654 -3.0104 -2.2251
H4 4.1273 -0.4889 0.5318
H5 4.5282 -1.6610 -2.7788
H6 5.4830 -0.9534 -1.4377
H7 4.0846 0.5844 -3.5429
H8 4.8472 1.2727 -1.9142
H9 2.4885 0.9218 -0.6602
H10 2.3537 2.1103 -2.0158
H11 1.0972 0.6507 -3.3949
H12 1.5344 -0.8492 -2.4729
H13 -0.6310 -1.5526 -3.9530
H14 -2.3505 -0.9442 -4.1419
H15 -0.9769 0.0928 -4.6057
H16 -2.1780 2.0917 -0.9754
H17 -3.4082 1.4433 -2.1584
H18 -1.9370 2.4218 -2.7337
H19 -1.3067 -1.6190 -0.2611
H20 -2.7940 -1.9190 -1.3104
H21 -2.6921 -0.5022 -0.0921
C9 -1.2503 2.4630 4.4353
O2 -2.0104 1.5026 5.1538
C10 -3.3042 1.3055 4.5980
C11 -3.3622 0.0386 3.7590
O3 -2.5529 0.1507 2.5981
C12 -1.3076 -0.5250 2.7298
H22 -0.2123 2.3806 4.7583
H23 -1.2916 2.2945 3.3576
H24 -1.6094 3.4718 4.6653
H25 -3.6130 2.1756 4.0107
H26 -3.9994 1.2022 5.4380
H27 -4.3922 -0.1099 3.4180
H28 -3.0749 -0.8353 4.3521
H29 -1.4623 -1.6054 2.6430
H30 -0.8205 -0.2987 3.6808
H31 -0.6562 -0.1991 1.9187

Löwdin atomic charge list, values in e, 5 entries: C -0.077; C -0.446; N 0.077; C -0.188; B -0.544



[4]
ORCA calculation (ωB97M-V with the def2-TZVPD basis set) on C19H19NO4S2 in the gas phase in a non-equilibrium geometry.

The energy comes out at -1887.50143 a.u. The value obtained for the highest occupied orbital energy is -0.3182 hartree. The structure (SMILES) is Cc1c(C(=O)N(Cc2cccs2)[C@H]2CCS(=O)(=O)C2)oc2ccccc12. The net charge is 0. The HOMO-LUMO gap comes out at 0.3263 Eh.

Geometry (Å):
C1 -3.4037 -2.3517 -1.1494
C2 -2.5834 -1.1402 -1.3979
C3 -1.4419 -0.7266 -0.7577
C4 -0.8165 -1.3418 0.4241
O1 -1.4868 -2.0641 1.1495
N1 0.5030 -1.1090 0.6998
C5 1.4030 -0.3959 -0.1800
C6 1.6421 1.0348 0.2008
C7 2.7977 1.7418 0.0658
C8 2.6774 3.0831 0.4897
C9 1.4330 3.3732 0.9391
S1 0.3794 2.0249 0.8421
H1 1.0632 4.2982 1.3330
H2 3.4866 3.7899 0.4690
H3 3.7092 1.3256 -0.3293
H4 0.9911 -0.4378 -1.1922
H5 2.3631 -0.9191 -0.2150
C10 0.9518 -1.6338 1.9880
C11 0.7128 -0.6472 3.1284
H6 0.3460 -1.1384 4.0235
H7 0.0517 0.1662 2.8498
S2 2.3464 0.0453 3.5599
O2 2.4247 1.4466 3.2527
O3 2.6856 -0.3506 4.8989
C12 3.3363 -0.9302 2.3741
C13 2.4194 -2.0899 2.0496
H8 2.7007 -2.6029 1.1288
H9 2.4867 -2.8139 2.8641
H10 3.5581 -0.2770 1.5386
H11 4.2493 -1.2381 2.8719
H12 0.3118 -2.5120 2.1471
O4 -0.9712 0.4492 -1.2880
C14 -1.8169 0.8004 -2.2762
C15 -1.7453 1.9233 -3.0868
C16 -2.7286 2.0657 -4.0440
C17 -3.7496 1.1224 -4.1910
C18 -3.8204 0.0087 -3.3850
C19 -2.8390 -0.1585 -2.4082
H13 -4.6107 -0.7170 -3.4987
H14 -4.4969 1.2776 -4.9547
H15 -2.7114 2.9259 -4.6958
H16 -0.9550 2.6461 -2.9633
H17 -3.0219 -2.8954 -0.2918
H18 -4.4352 -2.0622 -0.9548
H19 -3.3955 -2.9957 -2.0287

Löwdin atomic charge list, values in e, 5 entries: C -0.013; C -0.124; C -0.098; C -0.360; O 0.071